66
Properties=species:S:1:pos:R:3:forces:R:3 method="wB97M-V/def2-TZVPD" lumo_energy_ev="-0.49 / -0.54" de_lowest_ev=0.355 homo_ev="-8.00 / -7.96" spin_multiplicity=2
Ru 1.633 0.234 -0.300 0.2 -0.7 -0.4
O 5.103 1.429 -1.473 0.0 0.0 0.0
C 4.013 0.961 -1.669 0.0 0.0 0.0
O 2.908 1.470 -1.108 -0.2 0.1 0.1
C 3.811 -0.065 -2.801 0.1 0.0 0.0
C 2.826 0.520 -3.844 0.0 0.0 0.0
C 3.133 -0.055 -5.225 0.0 0.0 0.0
C 2.646 -1.513 -5.045 0.0 0.0 0.0
C 2.055 -1.469 -3.631 0.0 0.0 0.0
O 1.585 -0.115 -3.501 0.0 0.0 0.0
C 3.165 -1.486 -2.573 0.0 -0.1 0.0
C 2.577 -1.617 -1.182 0.0 0.4 0.0
O 3.297 -1.301 -0.197 -0.2 0.2 0.2
O 1.303 -1.771 -1.046 0.0 0.1 -0.1
H 4.803 -0.188 -3.230 0.0 0.0 0.0
H 2.710 1.599 -3.793 0.0 0.0 0.0
H 4.188 0.026 -5.483 0.0 0.0 0.0
H 2.552 0.463 -5.986 0.0 0.0 0.0
H 3.449 -2.246 -5.124 0.0 0.0 0.0
H 1.881 -1.773 -5.774 0.0 0.0 0.0
H 1.242 -2.159 -3.433 0.0 0.0 0.0
H 3.910 -2.269 -2.721 0.0 0.0 0.0
C -5.289 -1.697 0.432 0.0 0.0 0.0
C -5.182 -0.346 1.124 0.0 0.0 0.0
N -3.885 0.299 0.912 0.1 -0.1 -0.1
C -2.965 0.325 2.050 0.0 0.0 0.0
C -2.371 -1.034 2.398 0.0 0.0 0.0
C -3.709 0.912 -0.285 -0.1 0.2 0.2
O -4.609 1.026 -1.104 0.0 -0.1 -0.1
C -2.370 1.520 -0.604 0.0 -0.1 0.0
C -2.308 2.814 -1.105 0.0 0.0 0.0
C -1.073 3.365 -1.402 0.0 0.0 0.0
C 0.068 2.611 -1.196 0.0 0.0 -0.1
N -0.001 1.350 -0.763 0.0 0.1 0.1
C -1.193 0.809 -0.495 0.0 0.1 0.1
H -6.267 -2.140 0.622 0.0 0.0 0.0
H -4.525 -2.387 0.793 0.0 0.0 0.0
H -5.173 -1.577 -0.644 0.0 0.0 0.0
H -5.313 -0.452 2.202 0.0 0.0 0.0
H -5.959 0.322 0.754 0.0 0.0 0.0
H -3.529 0.700 2.908 0.0 0.0 0.0
H -2.182 1.058 1.869 0.1 0.0 -0.1
H -3.128 -1.699 2.817 0.0 0.0 0.0
H -1.577 -0.920 3.139 -0.2 0.0 -0.1
H -1.947 -1.528 1.522 0.0 0.0 0.0
H -3.225 3.369 -1.249 0.0 0.0 0.0
H -0.983 4.373 -1.779 0.0 0.0 0.0
H 1.065 2.986 -1.389 0.0 0.0 0.0
H -1.175 -0.223 -0.172 -0.1 -0.1 0.1
C 0.316 -2.225 4.514 0.0 0.0 0.0
C 0.803 -2.641 3.256 0.0 0.0 0.0
C 1.181 -1.725 2.316 0.0 0.0 0.0
C 1.100 -0.331 2.580 -0.1 0.1 0.0
C 1.440 0.675 1.623 0.1 0.0 0.1
C 1.402 1.998 1.983 0.1 0.0 0.0
C 0.998 2.397 3.274 0.0 0.0 0.0
C 0.597 1.462 4.183 0.0 0.0 0.0
C 0.637 0.085 3.859 0.1 0.0 0.1
C 0.241 -0.895 4.805 0.1 0.0 0.0
H 0.016 -2.963 5.247 0.0 0.0 0.0
H 0.887 -3.697 3.036 0.0 0.0 0.0
H 1.564 -2.058 1.363 0.0 0.0 0.0
H 1.704 2.760 1.274 0.0 0.0 0.0
H 0.993 3.449 3.529 0.0 0.0 0.0
H 0.256 1.756 5.169 0.0 0.0 0.0
H -0.116 -0.560 5.772 0.0 0.0 0.0

64
Properties=species:S:1:pos:R:3:forces:R:3 method="wB97M-V/def2-TZVPD" total_charge=+1 lumo_energy_ev="-3.42 / -3.58" de_lowest_ev=0.555 homo_ev="-10.46 / -11.03" spin_multiplicity=3
Ni -0.321 -0.385 0.368 -0.2 0.1 -1.0
C 2.210 -0.449 5.288 -0.1 0.0 0.0
C 3.223 0.254 4.650 0.1 0.1 0.0
C 3.246 0.353 3.267 -0.1 0.1 0.0
C 2.247 -0.247 2.501 0.1 -0.1 0.0
C 1.237 -0.952 3.156 0.2 0.0 -0.1
C 1.211 -1.054 4.541 0.0 0.0 0.0
P 2.150 -0.088 0.672 -0.2 0.6 0.8
C 3.884 0.011 0.135 0.0 -0.3 -0.2
C 4.863 -0.780 0.734 0.0 0.0 0.0
C 6.182 -0.691 0.313 0.0 0.0 0.0
C 6.527 0.167 -0.722 0.0 0.0 0.0
C 5.549 0.927 -1.348 0.0 0.0 0.0
C 4.229 0.844 -0.928 0.0 0.0 0.0
C 1.483 1.595 0.493 0.1 0.2 -0.1
C 2.142 2.804 0.719 -0.1 0.0 -0.1
C 1.414 3.980 0.641 0.1 0.0 0.0
C 0.048 3.942 0.368 -0.1 0.0 -0.1
C -0.603 2.733 0.154 0.0 0.1 0.0
C 0.113 1.538 0.203 0.2 -0.5 0.3
H 2.199 -0.526 6.368 0.0 0.0 0.0
H 3.999 0.730 5.236 0.0 0.0 0.0
H 4.038 0.908 2.780 0.0 0.0 0.0
H 0.479 -1.457 2.570 -0.1 -0.1 0.0
H 0.428 -1.613 5.037 0.0 0.0 0.0
H 4.599 -1.459 1.536 0.0 0.0 0.0
H 6.941 -1.296 0.793 0.0 0.0 0.0
H 7.558 0.238 -1.046 0.0 0.0 0.0
H 5.812 1.585 -2.166 0.0 0.0 0.0
H 3.467 1.437 -1.420 0.0 0.0 0.0
H 3.202 2.822 0.950 0.0 0.0 0.0
H 1.907 4.932 0.802 0.0 0.0 0.0
H -0.518 4.866 0.328 0.1 0.0 0.0
H -1.670 2.737 -0.037 0.0 0.0 0.1
O -2.464 -0.030 -0.073 0.2 -0.1 0.1
C -3.139 -0.188 -1.092 -0.3 0.0 0.0
C -4.518 0.398 -1.226 0.0 0.1 -0.2
C -4.520 1.254 -2.519 0.1 0.0 0.1
C -3.174 1.957 -2.823 0.0 -0.1 -0.1
C -2.153 1.139 -3.642 0.0 0.0 0.1
C -1.559 -0.064 -2.900 -0.2 0.0 -0.2
N -2.659 -0.790 -2.222 0.4 -0.2 0.1
H -4.728 1.003 -0.347 0.0 0.0 0.1
H -5.272 -0.392 -1.286 0.0 0.0 0.0
H -5.304 2.006 -2.424 0.0 0.0 0.0
H -4.799 0.635 -3.375 0.0 0.0 0.0
H -2.711 2.285 -1.887 0.0 0.1 0.0
H -3.390 2.862 -3.389 0.0 0.0 0.0
H -1.336 1.798 -3.947 0.0 0.0 0.0
H -2.641 0.791 -4.559 0.0 0.0 0.0
H -0.852 0.260 -2.146 0.1 0.1 0.2
H -1.041 -0.741 -3.576 0.0 0.0 0.0
H -3.389 -1.005 -2.885 -0.1 0.1 0.0
S -0.242 -2.549 -0.552 -0.2 0.1 0.4
C -1.771 -3.272 -0.368 -0.2 -0.2 -0.2
N -2.644 -2.898 0.615 0.0 -0.1 -0.2
C -3.852 -3.474 0.794 0.0 0.1 0.1
C -4.239 -4.480 -0.029 -0.1 0.0 0.0
C -3.323 -4.841 -1.029 0.3 0.1 -0.1
N -2.147 -4.271 -1.188 0.0 -0.1 -0.1
H -2.389 -2.106 1.180 0.1 0.2 0.2
H -4.458 -3.096 1.606 0.0 0.1 0.0
H -5.196 -4.965 0.086 0.0 0.0 0.0
H -3.566 -5.632 -1.733 0.0 0.0 0.0

63
Properties=species:S:1:pos:R:3:forces:R:3 method="wB97M-V/def2-TZVPD" smiles="Cc1ccc(C)c(N(CC(=O)NC2CCCC2)C(=O)c2cc3cc4cccc(C)c4nc3s2)c1" lumo_energy_ev=-0.37 de_lowest_ev=0.179 homo_ev=-8.13
C 1.371 1.507 3.211 0.0 0.0 0.0
C 1.957 1.610 1.837 0.0 0.0 -0.1
C 2.671 2.728 1.429 0.0 0.0 0.0
C 3.206 2.800 0.156 0.0 -0.1 0.0
C 3.050 1.765 -0.756 -0.1 -0.1 0.0
C 3.620 1.873 -2.138 0.0 0.0 0.1
C 2.336 0.640 -0.342 0.1 0.4 0.5
N 2.145 -0.458 -1.227 0.1 0.1 -0.1
C 3.283 -1.343 -1.428 0.2 -0.3 0.0
C 3.356 -2.354 -0.268 0.1 0.3 -0.5
O 4.177 -2.264 0.621 0.2 0.1 0.3
N 2.410 -3.299 -0.356 -0.4 -0.4 -0.1
C 2.118 -4.247 0.698 0.3 0.1 0.3
C 1.876 -5.647 0.104 0.0 -0.1 0.0
C 0.359 -5.894 0.174 -0.1 0.0 -0.1
C -0.257 -4.531 0.493 0.0 -0.1 0.2
C 0.795 -3.882 1.387 0.0 0.0 -0.1
C 0.911 -0.878 -1.588 0.1 0.1 -0.2
O 0.711 -1.951 -2.143 -0.2 -0.1 0.0
C -0.196 0.056 -1.287 -0.7 0.3 -0.1
C -0.293 1.382 -1.542 0.3 -0.6 -0.1
C -1.543 1.930 -1.139 -0.6 0.2 0.2
C -2.035 3.217 -1.211 0.1 -0.3 0.0
C -3.323 3.482 -0.720 -0.1 -0.3 0.1
C -3.900 4.771 -0.760 -0.2 0.2 0.0
C -5.157 4.974 -0.272 0.3 0.2 -0.2
C -5.894 3.910 0.276 0.0 -0.4 0.1
C -5.384 2.641 0.340 -0.3 0.3 0.1
C -6.151 1.496 0.917 0.0 0.0 0.0
C -4.076 2.403 -0.162 0.3 0.5 -0.2
N -3.590 1.152 -0.094 -0.1 -0.5 0.1
C -2.395 0.941 -0.561 0.1 0.2 -0.1
S -1.631 -0.627 -0.554 0.1 0.0 -0.1
C 1.802 0.568 0.935 0.2 0.1 0.0
H 0.304 1.292 3.154 -0.1 0.0 0.1
H 1.513 2.430 3.766 0.0 0.0 0.1
H 1.846 0.694 3.759 0.0 0.0 0.1
H 2.810 3.553 2.112 0.0 0.1 0.1
H 3.755 3.681 -0.143 0.0 0.1 0.0
H 4.664 1.556 -2.144 0.1 0.0 -0.1
H 3.071 1.249 -2.839 0.0 0.0 -0.1
H 3.588 2.905 -2.480 0.0 0.0 -0.1
H 4.196 -0.749 -1.436 -0.1 -0.1 0.0
H 3.154 -1.865 -2.380 0.1 0.1 0.1
H 1.729 -3.231 -1.105 0.2 0.2 0.0
H 2.968 -4.215 1.385 -0.1 0.0 -0.1
H 2.234 -5.672 -0.924 0.1 0.0 0.0
H 2.423 -6.404 0.664 0.1 0.0 0.0
H 0.132 -6.594 0.980 0.0 0.0 0.0
H -0.029 -6.312 -0.753 0.0 -0.1 0.0
H -1.226 -4.616 0.980 -0.1 0.1 -0.1
H -0.385 -3.945 -0.419 -0.1 0.1 -0.1
H 0.669 -2.804 1.480 0.1 0.1 0.1
H 0.767 -4.323 2.384 0.0 0.0 0.1
H 0.482 1.965 -2.006 0.2 0.1 0.0
H -1.442 4.014 -1.638 0.0 0.1 0.0
H -3.326 5.583 -1.183 0.0 0.1 0.0
H -5.600 5.959 -0.303 0.0 0.1 0.0
H -6.888 4.104 0.653 -0.1 0.0 0.0
H -7.130 1.817 1.261 -0.1 0.0 0.0
H -6.267 0.715 0.168 -0.1 -0.1 0.0
H -5.598 1.062 1.748 0.0 -0.1 0.1
H 1.259 -0.319 1.228 -0.1 -0.1 0.0

71
Properties=species:S:1:pos:R:3:forces:R:3 method="wB97M-V/def2-TZVPD" total_charge=+2 lumo_energy_ev=-6.03 de_lowest_ev=0.000 homo_ev=-12.76
Zr -0.055 -0.991 0.132 -0.5 -0.9 1.5
N 4.106 -0.076 0.325 -0.2 0.0 -0.1
C 2.833 0.090 0.672 -0.9 0.0 0.5
S 2.142 -0.926 1.929 -0.6 0.2 -1.1
N 2.141 1.023 0.033 0.3 -0.5 0.3
N 0.795 1.022 0.371 -0.8 1.5 0.5
C 0.210 2.056 0.952 1.9 -1.4 -0.2
C 0.950 3.061 1.738 -0.2 0.2 0.0
C 2.147 3.611 1.291 0.2 0.3 0.1
C 2.821 4.557 2.064 0.2 0.1 -0.1
C 2.370 4.939 3.328 -0.7 -0.8 -0.4
C 1.205 4.306 3.803 -0.1 0.2 0.0
C 0.478 3.408 3.020 0.0 0.2 -0.1
C -1.238 2.006 0.893 -1.8 -1.3 -0.1
C -2.059 3.058 1.275 0.0 0.2 -0.2
C -3.445 2.920 1.186 0.1 -0.8 -0.7
C -3.977 1.719 0.652 0.0 1.4 0.9
C -3.096 0.721 0.292 0.5 -0.3 -0.2
N -1.766 0.825 0.424 0.2 0.9 0.2
H 4.714 -0.694 0.820 0.1 -0.1 0.1
H 4.440 0.517 -0.401 0.6 0.3 -0.3
H 2.547 3.295 0.336 0.0 0.2 0.1
H 3.730 4.989 1.653 -0.1 0.0 0.1
H 2.892 5.700 3.912 -0.2 -0.4 -0.2
H 0.820 4.532 4.790 0.1 0.1 0.0
H -0.472 2.989 3.387 0.7 0.2 0.0
H -1.588 3.993 1.581 -0.3 -0.3 0.0
H -4.074 3.759 1.461 -0.1 -0.2 0.0
H -5.061 1.580 0.592 0.5 0.0 -0.2
H -3.471 -0.205 -0.147 0.2 0.1 0.3
N 2.982 -3.870 -1.435 0.6 0.1 -1.3
C 3.078 -3.010 -2.545 -0.2 -0.2 0.5
C 2.102 -2.084 -2.384 0.0 0.2 0.0
N 1.424 -2.323 -1.204 -0.3 -0.5 0.6
C 1.961 -3.441 -0.680 0.7 1.6 -1.9
C 1.561 -3.971 0.536 -1.3 -0.8 2.8
N 0.522 -3.480 1.219 0.8 0.2 -1.0
C 0.496 -4.141 2.416 0.1 0.0 -0.3
C 1.523 -5.060 2.468 -0.6 0.6 -0.4
N 2.183 -4.932 1.256 0.3 -0.7 0.9
H 3.555 -4.715 -1.320 -0.6 0.7 0.0
H 3.813 -3.093 -3.330 0.0 -0.3 0.2
H 1.838 -1.266 -3.058 0.2 -0.4 0.4
H -0.272 -3.896 3.135 0.2 -0.1 0.1
H 1.768 -5.755 3.263 0.2 0.1 -0.5
H 2.997 -5.500 1.025 -0.4 0.4 -0.1
S -1.759 -1.615 2.220 1.0 0.6 -0.1
C -2.376 -2.588 0.959 -1.1 -0.4 0.0
C -3.321 -3.621 1.211 0.4 0.3 -1.4
C -3.730 -4.385 0.126 0.6 0.2 0.3
C -3.233 -4.100 -1.176 0.1 0.5 -0.1
C -2.365 -3.031 -1.354 -0.6 -0.2 1.1
N -1.968 -2.280 -0.286 0.7 -0.3 -0.2
H -3.672 -3.717 2.225 -0.1 -0.4 0.0
H -4.379 -5.244 0.285 -0.1 0.3 -0.1
H -3.574 -4.661 -2.047 0.1 0.1 0.3
H -1.983 -2.683 -2.305 -0.1 -0.3 -0.1
O -0.498 -0.224 -1.747 0.5 0.2 -1.2
S -0.334 0.485 -3.123 -0.3 0.7 0.8
C -1.886 1.421 -3.281 -0.6 0.1 -1.1
C -1.671 2.924 -3.026 -0.2 0.9 0.0
C -0.159 3.294 -2.955 -0.4 0.7 -0.3
C 0.686 2.021 -2.934 0.9 -0.3 0.1
H -2.626 0.972 -2.611 0.4 -0.1 0.0
H -2.257 1.221 -4.317 0.4 0.2 0.7
H -2.178 3.266 -2.104 0.2 -0.5 -0.3
H -2.136 3.530 -3.831 0.2 -0.6 0.4
H 0.020 3.912 -2.050 0.0 -0.5 -0.5
H 0.117 3.949 -3.827 -0.2 -0.8 0.8
H 1.292 1.906 -2.018 -0.4 -0.2 -0.2
H 1.417 1.998 -3.762 -0.4 -0.2 0.2

Please write out number 3 again, unchanged.
63
Properties=species:S:1:pos:R:3:forces:R:3 method="wB97M-V/def2-TZVPD" smiles="Cc1ccc(C)c(N(CC(=O)NC2CCCC2)C(=O)c2cc3cc4cccc(C)c4nc3s2)c1" lumo_energy_ev=-0.37 de_lowest_ev=0.179 homo_ev=-8.13
C 1.371 1.507 3.211 0.0 0.0 0.0
C 1.957 1.610 1.837 0.0 0.0 -0.1
C 2.671 2.728 1.429 0.0 0.0 0.0
C 3.206 2.800 0.156 0.0 -0.1 0.0
C 3.050 1.765 -0.756 -0.1 -0.1 0.0
C 3.620 1.873 -2.138 0.0 0.0 0.1
C 2.336 0.640 -0.342 0.1 0.4 0.5
N 2.145 -0.458 -1.227 0.1 0.1 -0.1
C 3.283 -1.343 -1.428 0.2 -0.3 0.0
C 3.356 -2.354 -0.268 0.1 0.3 -0.5
O 4.177 -2.264 0.621 0.2 0.1 0.3
N 2.410 -3.299 -0.356 -0.4 -0.4 -0.1
C 2.118 -4.247 0.698 0.3 0.1 0.3
C 1.876 -5.647 0.104 0.0 -0.1 0.0
C 0.359 -5.894 0.174 -0.1 0.0 -0.1
C -0.257 -4.531 0.493 0.0 -0.1 0.2
C 0.795 -3.882 1.387 0.0 0.0 -0.1
C 0.911 -0.878 -1.588 0.1 0.1 -0.2
O 0.711 -1.951 -2.143 -0.2 -0.1 0.0
C -0.196 0.056 -1.287 -0.7 0.3 -0.1
C -0.293 1.382 -1.542 0.3 -0.6 -0.1
C -1.543 1.930 -1.139 -0.6 0.2 0.2
C -2.035 3.217 -1.211 0.1 -0.3 0.0
C -3.323 3.482 -0.720 -0.1 -0.3 0.1
C -3.900 4.771 -0.760 -0.2 0.2 0.0
C -5.157 4.974 -0.272 0.3 0.2 -0.2
C -5.894 3.910 0.276 0.0 -0.4 0.1
C -5.384 2.641 0.340 -0.3 0.3 0.1
C -6.151 1.496 0.917 0.0 0.0 0.0
C -4.076 2.403 -0.162 0.3 0.5 -0.2
N -3.590 1.152 -0.094 -0.1 -0.5 0.1
C -2.395 0.941 -0.561 0.1 0.2 -0.1
S -1.631 -0.627 -0.554 0.1 0.0 -0.1
C 1.802 0.568 0.935 0.2 0.1 0.0
H 0.304 1.292 3.154 -0.1 0.0 0.1
H 1.513 2.430 3.766 0.0 0.0 0.1
H 1.846 0.694 3.759 0.0 0.0 0.1
H 2.810 3.553 2.112 0.0 0.1 0.1
H 3.755 3.681 -0.143 0.0 0.1 0.0
H 4.664 1.556 -2.144 0.1 0.0 -0.1
H 3.071 1.249 -2.839 0.0 0.0 -0.1
H 3.588 2.905 -2.480 0.0 0.0 -0.1
H 4.196 -0.749 -1.436 -0.1 -0.1 0.0
H 3.154 -1.865 -2.380 0.1 0.1 0.1
H 1.729 -3.231 -1.105 0.2 0.2 0.0
H 2.968 -4.215 1.385 -0.1 0.0 -0.1
H 2.234 -5.672 -0.924 0.1 0.0 0.0
H 2.423 -6.404 0.664 0.1 0.0 0.0
H 0.132 -6.594 0.980 0.0 0.0 0.0
H -0.029 -6.312 -0.753 0.0 -0.1 0.0
H -1.226 -4.616 0.980 -0.1 0.1 -0.1
H -0.385 -3.945 -0.419 -0.1 0.1 -0.1
H 0.669 -2.804 1.480 0.1 0.1 0.1
H 0.767 -4.323 2.384 0.0 0.0 0.1
H 0.482 1.965 -2.006 0.2 0.1 0.0
H -1.442 4.014 -1.638 0.0 0.1 0.0
H -3.326 5.583 -1.183 0.0 0.1 0.0
H -5.600 5.959 -0.303 0.0 0.1 0.0
H -6.888 4.104 0.653 -0.1 0.0 0.0
H -7.130 1.817 1.261 -0.1 0.0 0.0
H -6.267 0.715 0.168 -0.1 -0.1 0.0
H -5.598 1.062 1.748 0.0 -0.1 0.1
H 1.259 -0.319 1.228 -0.1 -0.1 0.0